The following is a DFT calculation (ωB97M-V/def2-TZVPD) of an isolated molecule of C2H4N4 in a non-equilibrium geometry.

The multiplicity is 1. Its SMILES is [H]/N=N/N1C=C1N. The calculation puts the total energy at -8093.549 eV. For the HOMO energy, the calculation gives -8.5 eV. Its HOMO-LUMO gap is 9.336 eV.

Cartesian coordinates (Å):
H  0.7686  -2.5421  -0.0027
N  0.5398  -1.5664  -0.1991
N  1.5950  -0.9147  -0.3045
N  1.3335  0.3980  -0.5500
C  0.7308  1.2169  0.4734
C  -0.2915  0.5499  0.0787
N  -1.5916  0.3393  -0.1772
H  1.0801  2.1695  0.8331
H  -1.8994  -0.5884  -0.4323
H  -2.2655  0.9382  0.2804